Entry 1:
Formula: C44H37F3N
Source: OMol25
Level of theory: ωB97M-V with the def2-TZVPD basis set

Results
Highest occupied orbital energy, hartree: -0.38615

```
! wB97M-V def2-TZVPD RIJCOSX def2/J DEFGRID3
* xyz 1 1
F 1.899 5.053 4.523
C 1.839 3.982 3.657
C 3.009 3.241 3.482
C 2.863 2.080 2.724
F 3.957 1.228 2.648
C 1.660 1.694 2.152
C 0.466 2.448 2.345
C -0.758 1.865 1.851
C -2.042 2.156 2.458
C -2.875 1.056 2.768
C -4.050 1.231 3.484
C -4.554 2.512 3.750
C -3.813 3.596 3.295
F -4.349 4.859 3.437
C -2.547 3.458 2.729
C 0.602 3.643 3.106
H 3.960 3.524 3.932
H 1.599 0.752 1.609
H -0.613 0.815 1.591
H -2.552 0.064 2.451
H -4.587 0.348 3.825
H -5.486 2.662 4.289
H -1.976 4.368 2.536
H -0.259 4.262 3.329
C 2.574 -5.717 -3.403
C 3.344 -4.617 -3.023
C 2.754 -3.566 -2.318
C 1.376 -3.565 -2.030
C 0.749 -2.379 -1.255
C 0.512 -2.803 0.203
C 0.895 -4.058 0.700
C 0.328 -4.553 1.882
C -0.576 -3.772 2.601
C -0.834 -2.456 2.198
C -0.204 -1.957 1.055
C 1.668 -1.176 -1.460
C 2.364 -0.534 -0.426
C 2.976 0.701 -0.695
C 2.976 1.217 -1.991
C 2.477 0.460 -3.061
C 1.849 -0.755 -2.795
C -0.626 -1.925 -1.858
C -1.766 -2.956 -1.789
C -3.051 -2.138 -1.800
C -2.692 -0.765 -1.221
N -1.238 -0.697 -1.288
C -0.640 0.490 -1.017
C -1.247 1.612 -0.450
C -0.777 2.919 -0.922
C -1.022 4.088 -0.182
C -0.397 5.291 -0.490
C 0.343 5.395 -1.676
C 0.490 4.274 -2.503
C -0.079 3.052 -2.145
C 0.652 -4.731 -2.312
C 1.229 -5.781 -3.035
H 3.030 -6.528 -3.966
H 4.406 -4.551 -3.267
H 3.392 -2.736 -1.997
H 1.622 -4.676 0.165
H 0.592 -5.560 2.213
H -1.062 -4.175 3.486
H -1.533 -1.815 2.741
H -0.280 -0.903 0.801
H 2.425 -0.991 0.567
H 3.462 1.246 0.120
H 3.424 2.195 -2.185
H 2.584 0.797 -4.096
H 1.493 -1.382 -3.622
H -0.459 -1.714 -2.928
H -1.720 -3.625 -2.655
H -1.690 -3.552 -0.866
H -3.420 -2.004 -2.825
H -3.849 -2.613 -1.224
H -3.158 0.061 -1.785
H -3.046 -0.677 -0.180
H 0.404 0.593 -1.305
H -2.274 1.566 -0.076
H -1.681 4.012 0.677
H -0.507 6.142 0.190
H 0.744 6.364 -1.973
H 1.043 4.353 -3.442
H 0.011 2.177 -2.796
H -0.364 -4.858 -1.939
H 0.614 -6.644 -3.300
*
```

Entry 2:
Formula: C44H38AsI2P2PbS
Source: OMol25
Level of theory: ωB97M-V with the def2-TZVPD basis set

Results
Highest occupied orbital energy (alpha / beta), hartree: -0.56180 / -0.56215

```
! wB97M-V def2-TZVPD RIJCOSX def2/J DEFGRID3
* xyz 3 1
Pb -1.795 -1.372 -0.520
S -3.253 -1.096 2.154
C -2.219 -1.507 3.442
C -2.823 -1.681 4.716
C -2.070 -1.987 5.828
C -0.693 -2.130 5.704
C -0.074 -1.979 4.455
C -0.813 -1.670 3.333
As 0.119 -1.608 1.625
C 1.157 0.011 1.724
C 2.359 0.085 1.138
C 3.167 1.305 1.161
C 2.756 2.407 1.788
C 1.430 2.474 2.463
C 0.550 1.204 2.395
C 1.313 -3.108 1.710
C 0.826 -4.315 1.216
C 1.615 -5.454 1.280
C 2.886 -5.383 1.835
C 3.367 -4.179 2.334
C 2.582 -3.037 2.276
H -3.898 -1.574 4.788
H -2.550 -2.123 6.787
H -0.089 -2.373 6.568
H 0.996 -2.134 4.384
H 2.784 -0.780 0.640
H 4.140 1.276 0.688
H 3.384 3.289 1.832
H 1.519 2.876 3.471
H 0.154 0.928 3.373
H -0.167 -4.382 0.780
H 1.238 -6.394 0.901
H 3.502 -6.271 1.884
H 4.355 -4.131 2.774
H 2.965 -2.105 2.673
C 0.322 1.811 -1.215
C 0.069 1.344 -2.647
P -0.035 -0.488 -2.785
C 1.598 -1.072 -2.234
C 1.686 -2.315 -1.613
C 2.918 -2.844 -1.246
C 4.075 -2.119 -1.490
C 4.000 -0.875 -2.109
C 2.771 -0.357 -2.488
C -0.065 -0.801 -4.564
C -0.692 0.079 -5.447
C -0.712 -0.204 -6.803
C -0.119 -1.364 -7.283
C 0.500 -2.244 -6.406
C 0.528 -1.967 -5.049
P -1.072 1.390 -0.109
C -0.564 2.044 1.590
C 0.344 3.295 1.606
C -0.172 4.502 2.248
C -1.374 4.528 2.909
C -2.166 3.362 2.996
C -1.782 2.189 2.397
C -2.435 2.483 -0.549
C -2.224 3.770 -1.052
C -3.305 4.602 -1.301
C -4.597 4.162 -1.040
C -4.814 2.886 -0.537
C -3.737 2.047 -0.296
H 1.223 1.344 -0.812
H 0.486 2.889 -1.215
H 0.863 1.712 -3.299
H -0.863 1.768 -3.030
H 0.793 -2.913 -1.451
H 2.970 -3.821 -0.783
H 5.039 -2.529 -1.219
H 4.905 -0.322 -2.325
H 2.740 0.591 -3.012
H -1.165 0.988 -5.097
H -1.189 0.485 -7.487
H -0.134 -1.579 -8.343
H 0.965 -3.146 -6.779
H 1.025 -2.655 -4.376
H 0.800 3.549 0.652
H 0.433 5.402 2.207
H -1.712 5.444 3.376
H -3.092 3.387 3.556
H -2.396 1.307 2.545
H -1.226 4.126 -1.275
H -3.142 5.591 -1.706
H -5.438 4.812 -1.240
H -5.821 2.538 -0.351
H -3.920 1.045 0.079
I -3.708 -0.272 -3.326
I -6.102 -0.670 -4.374
*
```

Entry 3:
Formula: C44H38ClGeN2O2S4Tc
Source: OMol25
Level of theory: ωB97M-V with the def2-TZVPD basis set

Results
Highest occupied orbital energy (alpha / beta), hartree: -0.06305 / -0.06297

```
! wB97M-V def2-TZVPD RIJCOSX def2/J DEFGRID3
* xyz -2 1
Tc -0.711 0.002 -0.418
C -3.183 1.786 -3.652
C -2.205 0.900 -2.918
N -1.775 1.219 -1.725
N -2.329 2.347 -1.173
C -2.703 2.230 0.046
S -2.590 0.784 0.992
S -3.409 3.691 0.746
C -4.850 2.934 1.615
C -5.936 2.680 0.626
C -6.930 3.629 0.410
C -7.881 3.441 -0.577
C -7.843 2.306 -1.369
C -6.857 1.357 -1.160
C -5.914 1.535 -0.165
C -1.799 -0.336 -3.548
C -1.770 -0.457 -4.939
C -1.436 -1.640 -5.559
C -1.135 -2.758 -4.784
C -1.192 -2.693 -3.415
C -1.509 -1.490 -2.742
O -1.590 -1.470 -1.465
H -3.593 2.532 -2.974
H -3.990 1.188 -4.076
H -2.671 2.315 -4.458
H -5.143 3.665 2.366
H -4.470 2.021 2.075
H -6.939 4.527 1.016
H -8.643 4.190 -0.745
H -8.582 2.159 -2.144
H -6.817 0.476 -1.783
H -5.143 0.794 -0.008
H -1.975 0.411 -5.551
H -1.381 -1.688 -6.638
H -0.854 -3.686 -5.267
H -0.940 -3.547 -2.799
C -1.510 -2.210 2.609
Ge -0.027 -1.773 1.279
C 1.444 -1.650 2.674
C 2.241 -0.514 2.755
C 3.163 -0.343 3.774
C 3.311 -1.321 4.742
C 2.554 -2.477 4.661
C 1.637 -2.631 3.638
C 0.344 -3.607 0.527
C -0.573 -4.624 0.641
C -0.418 -5.852 -0.018
C 0.651 -6.069 -0.839
C 1.617 -5.058 -1.007
C 2.711 -5.230 -1.878
C 3.636 -4.239 -2.047
C 3.525 -3.048 -1.318
C 2.482 -2.860 -0.454
C 1.479 -3.836 -0.294
H -1.295 -3.065 3.248
H -2.454 -2.394 2.099
H -1.660 -1.347 3.256
H 2.118 0.252 2.003
H 3.763 0.558 3.824
H 4.002 -1.178 5.564
H 2.680 -3.256 5.408
H 1.047 -3.536 3.586
H -1.458 -4.474 1.243
H -1.164 -6.628 0.114
H 0.767 -6.998 -1.388
H 2.793 -6.167 -2.418
H 4.455 -4.367 -2.745
H 4.263 -2.270 -1.454
H 2.400 -1.944 0.112
Cl 2.061 0.949 -4.455
C 1.249 1.164 -2.882
H 0.242 1.510 -3.108
H 1.819 1.917 -2.343
C 6.541 2.442 2.555
C 7.074 3.746 3.060
O 8.185 3.923 3.500
S 5.956 5.129 2.970
C 4.453 4.418 2.329
C 3.490 3.931 3.210
C 2.369 3.303 2.721
C 2.176 3.146 1.335
C 3.123 3.719 0.465
C 4.248 4.338 0.956
C 1.139 2.352 0.835
C 0.350 1.515 0.404
H 7.259 1.654 2.763
H 6.380 2.494 1.480
H 5.587 2.215 3.023
H 3.659 4.025 4.274
H 1.629 2.889 3.393
H 2.960 3.639 -0.601
H 4.995 4.737 0.285
S 1.220 -0.353 -1.909
*
```

What did the first record say?
Formula: C44H37F3N
Source: OMol25
Level of theory: ωB97M-V with the def2-TZVPD basis set

Results
Highest occupied orbital energy, hartree: -0.38615

```
! wB97M-V def2-TZVPD RIJCOSX def2/J DEFGRID3
* xyz 1 1
F 1.899 5.053 4.523
C 1.839 3.982 3.657
C 3.009 3.241 3.482
C 2.863 2.080 2.724
F 3.957 1.228 2.648
C 1.660 1.694 2.152
C 0.466 2.448 2.345
C -0.758 1.865 1.851
C -2.042 2.156 2.458
C -2.875 1.056 2.768
C -4.050 1.231 3.484
C -4.554 2.512 3.750
C -3.813 3.596 3.295
F -4.349 4.859 3.437
C -2.547 3.458 2.729
C 0.602 3.643 3.106
H 3.960 3.524 3.932
H 1.599 0.752 1.609
H -0.613 0.815 1.591
H -2.552 0.064 2.451
H -4.587 0.348 3.825
H -5.486 2.662 4.289
H -1.976 4.368 2.536
H -0.259 4.262 3.329
C 2.574 -5.717 -3.403
C 3.344 -4.617 -3.023
C 2.754 -3.566 -2.318
C 1.376 -3.565 -2.030
C 0.749 -2.379 -1.255
C 0.512 -2.803 0.203
C 0.895 -4.058 0.700
C 0.328 -4.553 1.882
C -0.576 -3.772 2.601
C -0.834 -2.456 2.198
C -0.204 -1.957 1.055
C 1.668 -1.176 -1.460
C 2.364 -0.534 -0.426
C 2.976 0.701 -0.695
C 2.976 1.217 -1.991
C 2.477 0.460 -3.061
C 1.849 -0.755 -2.795
C -0.626 -1.925 -1.858
C -1.766 -2.956 -1.789
C -3.051 -2.138 -1.800
C -2.692 -0.765 -1.221
N -1.238 -0.697 -1.288
C -0.640 0.490 -1.017
C -1.247 1.612 -0.450
C -0.777 2.919 -0.922
C -1.022 4.088 -0.182
C -0.397 5.291 -0.490
C 0.343 5.395 -1.676
C 0.490 4.274 -2.503
C -0.079 3.052 -2.145
C 0.652 -4.731 -2.312
C 1.229 -5.781 -3.035
H 3.030 -6.528 -3.966
H 4.406 -4.551 -3.267
H 3.392 -2.736 -1.997
H 1.622 -4.676 0.165
H 0.592 -5.560 2.213
H -1.062 -4.175 3.486
H -1.533 -1.815 2.741
H -0.280 -0.903 0.801
H 2.425 -0.991 0.567
H 3.462 1.246 0.120
H 3.424 2.195 -2.185
H 2.584 0.797 -4.096
H 1.493 -1.382 -3.622
H -0.459 -1.714 -2.928
H -1.720 -3.625 -2.655
H -1.690 -3.552 -0.866
H -3.420 -2.004 -2.825
H -3.849 -2.613 -1.224
H -3.158 0.061 -1.785
H -3.046 -0.677 -0.180
H 0.404 0.593 -1.305
H -2.274 1.566 -0.076
H -1.681 4.012 0.677
H -0.507 6.142 0.190
H 0.744 6.364 -1.973
H 1.043 4.353 -3.442
H 0.011 2.177 -2.796
H -0.364 -4.858 -1.939
H 0.614 -6.644 -3.300
*
```